A:
Here is a 10-piece molecular cluster, C6H31NO10 overall from the Open Molecules 2025 dataset. Energies are from ωB97M-V with the def2-TZVPD basis set.

```
48
C6H31NO10 (ωB97M-V with the def2-TZVPD basis set)
C -3.00851 -0.58015 1.09804
C -2.14936 0.25561 1.95968
N -0.74161 0.52172 1.35539
C -0.11485 1.79676 1.76409
C 1.05396 2.35180 0.78641
C 0.17893 -0.62411 1.53721
C 0.93171 -0.71452 0.18464
O 2.14538 -0.65319 0.16852
H -3.27634 -0.16265 0.07734
H -2.55739 -1.62771 0.86340
H -3.75096 -0.93617 1.94420
H -2.02410 -0.11252 2.92496
H -2.52398 1.31962 2.22227
H 0.34387 1.73418 2.79772
H -0.99222 2.62162 1.84491
H 0.78268 2.26235 -0.22057
H 1.51509 3.29265 1.08942
H 1.84849 1.51586 0.95981
H -0.29149 -1.67420 1.80070
H 0.81958 -0.58058 2.35040
H 0.46719 -0.92638 -0.72000
O -1.50822 1.27122 -1.38304
H -1.42719 0.96582 -0.41677
H -1.07239 2.11355 -1.38900
O -0.42089 -4.12996 1.80638
H -0.27974 -4.55426 0.97915
H 0.49378 -4.03647 2.09058
O 2.23642 2.20689 -2.02140
H 3.07264 2.44276 -2.30376
H 2.21362 1.18527 -2.09091
O 1.75520 -3.77018 0.20113
H 1.87071 -3.10194 -0.52906
H 2.59986 -4.11962 0.18154
O -1.52678 -1.03701 -2.50632
H -1.60206 0.00736 -2.45695
H -2.36263 -1.30617 -2.87135
O -3.32095 2.80308 -0.23753
H -3.19490 2.70468 -1.21888
H -2.46613 2.62362 0.07177
O 3.90124 0.46174 1.71132
H 3.50092 0.68427 0.90500
H 3.11801 0.15868 2.27195
O -0.06626 3.22761 -2.64252
H -0.37219 2.58843 -3.27105
H 0.78398 3.25338 -2.42460
O 0.35913 -2.97113 -1.89397
H 0.31781 -3.79588 -2.36871
H -0.14880 -2.37652 -2.18222
```

The HOMO energy comes out at -9.38 eV. The value obtained for the lowest unoccupied orbital energy is 0.0072 hartree. As for the SMILES: CCN(CC)CC=O.O.O.O.O.O.O.O.O.O. As for the charge: 0.

B:
Here is a 10-piece molecular cluster, C6H31NO10 overall from the Open Molecules 2025 dataset. Energies are from ωB97M-V with the def2-TZVPD basis set.

```
48
C6H31NO10 (ωB97M-V with the def2-TZVPD basis set)
C -2.57135 -1.85339 -0.44455
C -2.93323 -0.37163 -0.28701
C -1.86343 0.59817 0.23540
C -0.83055 0.88638 -0.80366
C -1.46416 1.79683 -1.86331
N 0.31496 1.59205 -0.12125
C 1.46749 0.91443 0.04211
O 1.41249 -0.32015 -0.22154
H -1.77989 -1.97044 -1.14883
H -3.49693 -2.33164 -0.72866
H -2.23547 -2.25755 0.48873
H -3.37926 -0.09068 -1.25384
H -3.84129 -0.36033 0.27176
H -1.32028 0.24680 1.13779
H -2.43698 1.50730 0.52641
H -0.44414 -0.01540 -1.28212
H -1.90498 2.74831 -1.42211
H -2.30789 1.41387 -2.41590
H -0.70094 2.16033 -2.59057
H 0.13085 2.57162 -0.08495
H 2.37434 1.36350 0.38512
O -0.78507 -1.26364 -3.32472
H -0.87836 -2.16958 -3.59770
H -1.37216 -0.67169 -2.86348
O 1.89274 0.96196 -2.65971
H 1.16824 0.63539 -3.20748
H 2.04617 0.30279 -1.97385
O 2.33925 2.40953 2.03441
H 1.45458 2.16557 2.35196
H 3.03608 1.86631 2.42135
O 0.07007 -2.97351 -0.94812
H 0.30488 -2.06566 -0.68664
H -0.38981 -3.01867 -1.78187
O 4.02164 -0.00298 0.22096
H 4.03302 -0.95598 0.09930
H 4.18129 0.46765 -0.60256
O -0.60315 2.91379 2.11568
H -0.68760 3.86178 2.36498
H -1.50959 2.65677 2.31155
O 2.88086 -3.31547 0.61632
H 2.31259 -4.03841 0.91233
H 2.23830 -2.66959 0.29747
O 1.44644 -1.73975 2.50974
H 1.37715 -1.23111 1.68507
H 2.40570 -1.91540 2.62265
O -0.83646 0.83668 3.70775
H -0.64165 -0.12159 3.68686
H -1.69452 0.84642 3.26870
```

The HOMO energy comes out at -9.82 eV. The value obtained for the lowest unoccupied orbital energy is 0.0050 hartree. As for the SMILES: CCC[C@@H](C)NC=O.O.O.O.O.O.O.O.O.O. As for the charge: 0.

Ranking the structures above by energy, B is first and the second is 277.1 kJ/mol behind.